104
Properties=species:S:1:pos:R:3:mulliken_charge:R:1 method="wB97M-V/def2-TZVPD" e_tot_ha=-2722.88589 charge=-1 homo_lumo_gap_ha=0.11228 spin_multiplicity=1
C 1.061 -2.585 -1.009 -0.73
H 8.714 -5.252 2.315 0.22
H -5.588 -2.166 -4.030 0.19
H -4.639 6.396 -0.148 0.37
H -0.008 7.866 -0.884 0.36
C 4.207 -5.700 2.806 -0.67
H -4.443 6.010 2.889 0.27
H 4.625 -4.681 -2.462 0.45
O 1.754 -5.748 -2.765 -0.74
C -6.288 2.207 0.940 -1.10
H -1.741 7.752 -0.715 0.26
H 2.192 5.192 3.104 0.40
C -0.320 -2.738 -0.078 -0.77
H -4.241 2.268 0.211 0.22
H -3.956 -2.956 -0.873 0.29
H 5.464 -3.733 3.183 0.31
C -0.695 8.626 0.977 -0.87
H 4.821 -0.956 -2.769 0.03
C -4.562 -2.067 -0.680 0.00
O 6.731 -5.549 3.052 -0.35
H 3.544 -6.200 3.644 0.31
O -2.852 6.416 0.844 -0.41
C 0.090 5.670 3.254 -0.38
C -4.941 1.561 0.670 -0.36
H -6.885 1.575 1.608 0.37
H 0.219 8.468 1.555 0.17
C 4.102 -3.678 -2.078 -0.57
H 5.225 -0.273 -4.480 0.30
H 5.000 -3.010 -1.665 0.10
H -6.881 2.333 0.028 0.29
H -0.236 4.685 3.607 0.29
H -0.165 -3.418 0.861 0.22
C 2.369 0.728 1.285 -1.14
H -4.451 -0.866 -4.374 0.29
C 3.107 -1.800 0.043 -0.57
P -1.620 5.379 1.275 1.15
H 0.251 6.301 4.133 0.31
O -2.528 4.585 2.247 -0.67
H -6.315 -2.774 -1.747 0.19
C -6.023 -2.487 -0.734 -1.03
H -4.282 -1.727 0.321 0.26
C 3.421 -2.987 -3.393 -0.23
C -5.500 -1.164 -4.465 -0.95
O -0.932 6.275 2.482 -0.27
H 0.921 -3.060 -2.072 0.38
C -6.404 -0.181 -3.747 -0.37
C -0.802 7.632 -0.168 -0.20
H 8.112 -3.869 3.481 0.24
H -4.493 1.245 1.618 0.39
H 6.532 -1.367 -3.551 0.21
C -4.178 5.919 0.723 0.37
N 1.617 -1.546 2.275 -0.51
O -4.166 -1.110 -1.660 -0.33
H -5.751 -1.218 -5.527 0.40
H 2.197 -5.087 1.765 0.19
C 5.485 -4.873 3.448 -0.36
H 5.393 -3.470 -4.503 0.30
O -5.362 1.935 -1.881 -0.71
P -4.797 0.497 -1.776 1.06
H 3.347 -3.646 2.266 -0.05
H 2.723 -3.680 -4.026 0.25
H -0.688 9.650 0.593 0.40
H -6.200 -3.337 -0.068 0.42
H 2.652 1.071 2.377 0.33
C 2.341 -0.944 1.260 0.51
H -1.256 -3.054 -0.745 0.17
H 1.278 1.120 1.062 0.23
H 1.674 6.533 2.057 0.18
C 5.393 -1.197 -3.776 -0.62
H 2.836 -1.999 -3.081 0.00
C 3.312 -4.724 1.788 0.13
O -6.182 -0.203 -2.348 -0.27
H 1.246 -0.785 2.897 0.24
H 5.410 -4.945 4.631 0.26
H 4.216 -2.253 -5.445 0.32
O -5.110 0.406 -0.141 -0.32
O 1.632 -6.351 -0.445 -0.66
C 7.765 -4.597 2.607 -0.52
H -6.166 3.187 1.413 0.24
H -4.179 4.840 0.529 -0.31
C 2.108 -5.452 -1.341 0.13
C 3.053 -4.143 -0.900 0.43
H 1.269 4.875 1.624 0.26
H -7.449 -0.459 -3.914 0.30
H 7.460 -4.003 1.626 0.18
H 4.186 -2.012 0.466 0.26
H -6.685 -1.677 -0.412 0.23
H 1.143 -1.410 -1.208 0.32
H -6.264 0.834 -4.136 0.27
H -0.591 -1.655 0.342 0.11
O -0.606 6.266 0.190 -0.45
C 4.675 -2.548 -4.396 -0.51
H 5.025 -4.114 0.302 -0.35
C 4.033 -4.778 0.303 -0.83
C -4.977 6.262 1.967 -1.25
H -5.168 7.341 2.010 0.36
H -1.543 8.541 1.663 0.22
H 4.662 -6.567 2.158 0.29
C 1.383 5.561 2.469 -0.92
H 3.175 1.112 0.511 0.30
H -5.940 5.743 1.971 0.39
N 2.280 -3.029 -0.246 0.73
H 3.282 -1.114 -0.919 0.18
H 4.335 -5.889 0.051 0.56

128
Properties=species:S:1:pos:R:3:mulliken_charge:R:1 method="wB97M-V/def2-TZVPD" e_tot_ha=-2279.63431 homo_lumo_gap_ha=0.33275 spin_multiplicity=1
O 2.563 0.392 -1.941 0.07
C -3.422 -1.684 1.145 -0.22
H 2.692 4.912 3.043 0.45
H -2.403 -1.668 -2.807 -0.27
H -1.791 1.630 2.671 -0.22
H -3.657 -3.641 1.905 0.38
H 1.061 0.482 2.749 -0.66
H 3.589 1.070 1.383 0.41
O 0.513 0.778 0.219 2.93
C -2.397 -5.070 -2.792 -1.50
H 2.620 -4.680 2.616 0.28
H -3.092 5.165 2.770 0.43
H -3.825 3.826 3.508 0.51
H -0.121 -3.987 -0.657 0.16
H -5.587 -4.422 0.639 0.32
C -0.720 0.492 -3.668 1.99
H 0.136 -1.375 -3.278 -0.20
C -1.993 -3.705 -3.291 0.62
H 3.077 0.486 -3.939 0.38
C -0.241 -0.369 0.204 -0.14
O 2.352 0.503 4.089 -0.66
C 0.866 -1.342 3.958 -0.56
H 0.699 -3.166 1.278 0.22
H -2.207 2.343 -0.534 0.01
H 1.630 2.887 -3.308 -0.46
O -2.238 2.248 -1.492 -0.40
H 3.094 -2.654 -1.215 0.11
H -3.363 1.652 3.056 0.62
H 3.770 4.542 -3.437 0.52
H 3.834 -3.695 -2.915 0.38
H 1.073 0.756 -0.579 -1.50
H 3.998 -0.503 2.062 0.41
O 4.353 -0.403 -0.004 -0.83
H -3.657 -2.518 -1.991 0.22
H 0.389 4.449 -3.762 0.37
H 0.204 3.341 -1.457 -0.29
C -2.597 -2.661 -2.339 0.32
C 1.173 3.718 -1.376 -0.69
H -1.637 2.228 -4.357 0.40
H -3.655 3.448 1.022 0.21
C 3.574 -3.424 1.493 0.04
H -2.064 -5.073 -1.775 0.27
H -0.748 -0.428 1.146 -0.22
C 2.438 -3.321 -1.731 -0.08
H -1.695 0.131 -3.239 -0.75
O 1.308 4.648 -3.588 -0.64
H 1.441 -2.831 -1.832 -0.48
H -1.740 -5.800 -3.251 0.46
H -3.424 -5.357 -3.014 0.30
H -1.569 1.094 -5.604 0.48
H 2.532 -0.307 0.992 -0.05
H -5.326 -2.919 -0.316 0.36
H -1.950 -2.752 -1.492 -0.50
O -2.475 -3.667 -4.425 -0.51
H 1.075 -0.460 -4.502 0.31
H 0.387 2.848 2.455 -0.65
H -3.878 -0.929 0.515 0.30
H -2.550 -2.092 0.624 -0.39
H 5.703 -3.181 1.479 0.19
H 3.058 -1.166 -3.296 0.27
H 1.677 -1.839 3.326 -0.31
C 1.854 3.806 -2.808 1.34
C -0.607 -4.212 0.231 0.04
H 1.266 4.610 -0.796 0.67
H 1.027 5.386 5.072 0.45
H -2.108 4.123 3.697 0.17
H 0.057 4.248 4.284 0.03
H 4.717 -2.067 0.622 0.20
N 4.781 -2.871 1.303 -0.31
H 4.377 -0.098 -2.959 0.49
O -1.861 3.732 1.100 -0.47
O 2.372 -2.796 1.065 0.03
H -0.809 0.773 4.511 0.29
H -3.011 -1.272 2.052 0.24
C 1.931 4.172 3.354 -0.01
H -1.621 -4.156 0.175 -0.34
C -1.031 1.469 -4.817 -2.08
O -0.068 0.991 -2.711 2.09
H 1.768 3.069 -0.695 0.00
H -2.242 4.216 0.307 0.47
H -0.093 -1.510 3.359 -0.03
H -1.824 -3.912 -5.014 0.45
H 2.459 1.482 4.158 0.54
C 3.304 -0.150 -3.068 -1.12
H -0.197 2.023 -5.118 0.39
H 1.072 -1.760 4.929 0.52
C 0.115 -0.696 -4.127 -1.20
H 3.970 -0.007 -0.785 0.27
C 0.233 1.002 4.758 -1.41
C 3.364 3.918 -2.698 -1.74
H -0.475 -1.205 -4.881 0.56
H -4.319 2.126 -1.330 0.30
H -3.550 1.868 -2.919 0.38
O 2.469 3.334 4.110 -0.41
H 1.008 4.345 1.487 0.35
H -2.875 1.252 1.398 -0.09
H 0.455 -1.203 0.123 -0.40
O -0.240 -3.358 1.357 -0.35
H 2.370 -4.234 -1.108 0.52
C -4.870 -3.627 0.310 -1.14
H 0.366 2.088 4.633 0.23
H -0.438 -5.255 0.534 0.41
C -2.797 3.303 1.745 0.74
C -2.947 4.138 3.000 -1.80
H 0.363 0.770 5.820 0.42
H 3.985 3.044 -2.608 0.23
H -0.687 1.585 -2.271 -1.01
C 1.272 3.500 2.146 0.58
C -3.408 1.656 -1.865 -0.76
N 3.596 -4.498 2.232 -0.42
C 0.815 4.913 4.125 -1.29
H 3.643 4.517 -1.890 0.43
H 3.023 3.809 4.651 0.30
C 3.567 -0.008 1.168 -0.63
H 1.640 0.489 -2.124 -0.89
C -4.323 -2.875 1.482 0.04
C -2.702 1.856 2.233 -0.64
H 0.521 5.640 3.420 0.44
H 4.392 -4.915 2.693 0.19
C 1.157 0.148 3.830 1.58
H -0.917 -0.394 -0.627 0.32
H -3.410 0.519 -1.741 0.13
H -4.044 -4.129 -0.099 0.08
O -5.272 -2.413 2.208 -0.50
H 1.936 2.862 1.580 -0.32
H -0.917 -3.521 -3.176 0.09
H -5.322 -3.102 2.857 0.43
O 2.861 -3.560 -3.035 -0.64

90
Properties=species:S:1:pos:R:3:mulliken_charge:R:1 method="wB97M-V/def2-TZVPD" e_tot_ha=-3701.15646 homo_lumo_gap_ha=0.28880 spin_multiplicity=1
C -10.070 5.491 5.291 -0.40
H -3.403 -5.279 1.102 0.53
H -0.492 1.689 -0.192 0.49
N -8.536 4.729 3.893 0.10
N 0.648 1.506 -5.905 -0.01
H 0.529 3.880 1.624 0.40
H 0.181 3.264 -3.205 0.14
H 0.491 -2.027 -3.014 0.41
C -1.649 -5.771 -1.181 -0.72
O -4.888 1.858 0.990 -0.22
S -3.900 1.779 2.356 0.61
O -4.176 0.482 2.887 -0.63
H -2.712 -8.651 -2.366 0.39
H -6.413 -2.178 0.945 0.38
H -5.803 -4.645 0.021 0.40
C 3.546 -0.963 -3.333 -0.64
N 2.228 -0.987 -3.689 0.16
Cl -0.467 3.994 -0.841 -0.24
C 8.594 -2.543 -0.081 -0.90
P -5.779 3.177 0.758 0.91
H 0.657 0.669 -6.457 0.22
C 3.715 -1.843 -2.299 0.50
C -5.210 -4.034 0.679 -0.54
N 7.274 -2.567 -0.440 0.08
H 9.693 -3.629 1.458 0.41
H 10.736 -0.189 -0.461 0.31
H 6.866 -2.022 -1.177 0.17
Cl -2.247 4.321 1.721 -0.14
H -8.055 4.146 3.236 0.18
C -0.640 2.630 0.314 0.09
C -8.068 5.924 4.367 -0.22
H 7.266 -4.726 1.991 0.39
O -7.206 2.572 0.439 -0.48
H -0.304 -8.732 -1.135 0.38
H -0.074 0.723 -4.048 0.54
C -2.619 -6.475 -1.839 -0.26
C 1.025 2.746 -6.348 -0.46
H -7.854 3.209 0.780 0.32
C -9.753 4.457 4.454 -0.56
H 5.540 -3.605 0.235 0.37
H -8.922 7.353 5.773 0.39
H 10.439 3.636 1.539 0.39
H -0.006 2.373 2.335 0.30
H -10.968 5.571 5.879 0.39
H 4.245 -0.324 -3.843 0.36
C 2.447 -2.417 -2.019 -0.69
H 8.564 1.914 2.457 0.36
C -2.187 -7.828 -1.912 -0.49
C -8.999 6.424 5.236 -0.61
H 4.643 -2.052 -1.797 -0.09
O -5.276 4.032 -0.314 -0.61
C -3.953 -4.365 1.248 -0.46
H -10.287 3.555 4.210 0.37
O -5.939 3.976 2.113 -0.31
N -4.546 -2.348 1.951 0.15
C 10.475 0.651 0.157 -0.21
O -2.388 1.655 1.679 -0.20
C 9.322 1.771 1.707 -0.54
C 0.400 2.887 -4.190 0.52
H 1.336 2.422 1.146 0.41
C 0.889 3.622 -5.306 -0.75
C -0.968 -7.901 -1.296 -0.50
H 1.113 4.674 -5.338 0.39
H -2.748 2.772 -0.008 0.49
H 0.188 -6.408 -0.356 0.19
H 11.841 2.275 -0.346 0.39
C -2.080 2.762 0.843 -0.30
C 0.376 2.831 1.430 -1.38
C 1.549 -1.868 -2.893 -0.55
C 10.280 2.619 1.223 -0.37
C 8.764 -3.421 0.956 -0.23
H -1.585 -4.730 -0.918 0.54
C -5.545 -2.786 1.131 -0.45
N -0.650 -6.647 -0.850 0.04
H -5.422 4.798 2.065 0.33
C 11.014 1.907 0.237 -0.60
C 0.261 1.591 -4.590 -0.96
H -4.560 -1.464 2.434 0.30
H 2.221 -3.147 -1.264 0.44
C -3.564 -3.298 2.022 -0.58
H 1.360 2.894 -7.359 0.40
H 9.294 -1.908 -0.593 0.52
H -7.118 6.315 4.048 0.34
N 9.448 0.576 1.057 0.12
H -2.685 -3.142 2.622 0.39
H 8.875 -0.235 1.215 0.18
C 6.597 -3.446 0.358 -0.19
H 1.824 -0.435 -4.421 0.15
H -3.538 -6.067 -2.224 0.43
C 7.494 -3.995 1.234 -0.66

Calculated HOMO energy in order - -4.1405; -8.6003; -8.0037 eV